Formula: C8H12N3O3S
Source: OMol25
Level of theory: ωB97M-V with the def2-TZVPD basis set

Geometry as ORCA input:
```
! RIJCOSX wB97M-V def2-TZVPD def2/J DEFGRID3
* xyz 1 1
C -2.350 0.904 1.799
C -1.009 1.277 1.241
C -1.506 1.926 2.496
C 0.687 -0.220 0.436
H 3.578 -2.006 0.014
H 3.011 -1.572 2.362
N 2.201 -1.052 2.071
O -2.285 -0.339 -1.010
H -0.938 1.850 0.328
N 1.137 -0.804 -1.890
H -3.222 1.218 1.249
C 2.279 -1.410 -1.555
O 0.058 0.366 1.427
H 0.791 -0.782 -2.853
H -1.188 0.427 -3.957
N -1.075 -0.294 -3.256
H 1.612 -0.626 2.768
C 1.877 -0.942 0.781
H -2.441 -0.070 2.252
O -1.260 1.770 -1.821
C 0.315 -0.204 -1.014
S -1.260 0.350 -1.716
H -1.727 -1.051 -3.420
H -1.784 2.966 2.438
H 2.872 -1.826 -2.353
H -1.033 1.647 3.423
C 2.660 -1.503 -0.242
*
```

ΔE to the lowest compared entry with this formula, charge and spin = 0.0 kcal per mole
Kohn-Sham gap = 8.7 eV
E_LUMO = -3.80 eV
Largest force on an atom = 0.081 hartree/bohr
SMILES string = NS(=O)(=O)c1[nH]ccc(=[NH2+])c1OC1CC1
Calculated total energy = -1099.9385 Ha



Formula: C8H12N3S
Source: OMol25
Level of theory: ωB97M-V with the def2-TZVPD basis set

Geometry as ORCA input:
```
! RIJCOSX wB97M-V def2-TZVPD def2/J DEFGRID3
* xyz 1 1
C 1.980 -2.827 0.602
N 0.850 -1.957 0.394
S -1.890 -0.859 -1.163
C -2.996 0.028 -0.188
H 1.815 -3.627 -0.131
H 0.861 0.276 2.200
H 0.670 2.286 -0.183
C -2.385 0.735 0.783
H -0.615 0.579 2.990
C -0.923 0.575 0.859
H 1.765 -3.058 1.695
N 1.481 -0.092 -1.140
H -0.662 2.429 -1.276
H 2.360 0.391 -1.116
C 0.314 2.160 -1.187
C -0.189 0.492 1.983
C -0.505 -0.082 -0.418
H 0.070 0.569 -2.471
H 0.867 2.839 -1.826
N 0.399 0.758 -1.510
C 0.789 -0.895 -0.206
H -2.910 1.645 1.154
H 2.934 -2.214 0.418
H -4.077 -0.152 -0.262
*
```

ΔE to the lowest compared entry with this formula, charge and spin = 105.5 kcal per mole
Kohn-Sham gap = 8.5 eV
E_LUMO = -3.66 eV
Largest force on an atom = 0.062 hartree/bohr
SMILES string = C=C1C=CS[C@]12/C(=N/C)N[N@@H+]2C
Calculated total energy = -874.0825 Ha



Formula: C8H12N4
Source: OMol25
Level of theory: ωB97M-V with the def2-TZVPD basis set

Geometry as ORCA input:
```
! RIJCOSX wB97M-V def2-TZVPD def2/J DEFGRID3
* xyz 0 1
H -4.798 0.498 -2.080
H 2.275 -2.435 0.609
C 1.861 -0.401 1.199
C 3.674 0.523 0.473
H 0.832 -1.147 2.900
H -1.436 1.980 -1.960
H 0.023 -1.485 1.575
H -5.080 1.420 -0.612
H -1.271 -1.516 0.448
C -3.029 0.686 -1.101
N 3.685 -0.861 0.064
N -0.928 0.145 -0.893
C 2.487 -1.411 0.429
H 0.029 0.293 -0.943
H 4.639 0.965 0.437
H 0.240 0.454 1.959
C -4.363 1.217 -1.373
C 0.650 -0.548 1.978
N 2.654 0.764 1.156
H -4.238 2.188 -1.992
H 4.391 -1.184 -0.588
C -1.790 1.136 -1.411
N -2.927 -0.447 -0.337
C -1.656 -0.741 -0.142
*
```

ΔE to the lowest compared entry with this formula, charge and spin = 52.9 kcal per mole
Kohn-Sham gap = 9.2 eV
E_LUMO = 0.71 eV
Largest force on an atom = 0.100 hartree/bohr
SMILES string = Cc1c[nH]cn1.Cc1c[nH]cn1
Calculated total energy = -531.0004 Ha



Formula: C8H12N4
Source: OMol25
Level of theory: ωB97M-V with the def2-TZVPD basis set

Geometry as ORCA input:
```
! RIJCOSX wB97M-V def2-TZVPD def2/J DEFGRID3
* xyz 0 3
C 1.364 0.222 0.253
H 2.931 2.606 -0.999
C 0.630 -1.795 -0.815
H -3.119 -1.379 -0.056
H 3.462 -2.252 0.736
H -1.970 -2.268 -1.119
H -2.871 0.695 0.741
N 2.370 -0.575 0.939
H 3.710 0.925 -0.517
N -0.706 -1.433 1.205
H -0.568 -0.997 2.181
C -2.313 -1.214 -0.671
C -1.344 -0.589 0.251
H 0.065 -2.267 -1.610
N 1.835 -2.186 -0.673
H -1.534 1.510 -0.182
C -1.793 0.749 0.647
C 2.596 -1.680 0.368
H -2.769 -0.596 -1.408
H -1.492 1.056 1.643
C 3.010 1.830 -0.276
C 0.180 -0.727 0.182
H 3.214 2.255 0.788
N 1.638 1.355 -0.253
*
```

ΔE to the lowest compared entry with this formula, charge and spin = 32.8 kcal per mole
Kohn-Sham gap (spin up / spin down) = 7.1 / 6.0 eV
E_LUMO (spin up / spin down) = 0.96 / -3.16 eV
Largest force on an atom = 0.096 hartree/bohr
⟨S²⟩ = 2.02
Calculated total energy = -530.8023 Ha



Formula: C8H12N4O
Source: OMol25
Level of theory: ωB97M-V with the def2-TZVPD basis set

Geometry as ORCA input:
```
! RIJCOSX wB97M-V def2-TZVPD def2/J DEFGRID3
* xyz 0 1
N 0.903 -0.686 -0.153
C -0.057 -1.638 0.139
C -2.195 -0.295 -0.063
H -1.876 -2.442 0.533
H -0.242 -3.521 -0.025
C -1.439 -1.460 0.167
H -4.212 -1.071 0.294
H 0.501 2.999 1.100
N 1.969 1.250 0.157
N -1.508 0.907 -0.564
H 3.702 0.392 0.786
C 3.035 0.250 -0.044
C -0.373 2.741 0.348
H -3.918 0.678 -0.146
H -1.310 3.091 0.596
H 2.578 -1.796 0.537
H -0.130 3.054 -0.734
N -0.429 1.305 0.315
H -1.260 0.745 -1.467
C -3.465 -0.216 0.203
H 3.704 0.681 -0.931
C 2.301 -1.115 -0.245
H 2.350 -1.545 -1.209
C 0.882 0.630 0.231
O 0.488 -2.940 0.174
*
```

ΔE to the lowest compared entry with this formula, charge and spin = 70.0 kcal per mole
Kohn-Sham gap = 8.2 eV
E_LUMO = 0.60 eV
Largest force on an atom = 0.097 hartree/bohr
SMILES string = C=c1cc(O)n2c(n(C)[nH]1)=NCC2
Calculated total energy = -606.1718 Ha



Formula: C8H12NO
Source: OMol25
Level of theory: ωB97M-V with the def2-TZVPD basis set

Geometry as ORCA input:
```
! RIJCOSX wB97M-V def2-TZVPD def2/J DEFGRID3
* xyz 1 1
C -0.729 -0.419 0.463
H 1.194 -1.512 0.467
C 2.812 0.533 -0.889
H -0.840 0.811 2.274
C 0.859 -0.490 0.611
H -1.070 -1.396 0.167
C 1.447 0.276 -0.673
H 3.568 -0.198 -0.500
H -1.434 1.523 -0.453
C -1.372 0.043 1.662
H -1.879 -0.931 -2.004
N -0.947 0.542 -3.085
H 2.881 1.561 -0.463
O -1.279 0.733 -4.183
C -1.799 0.107 -2.005
H 3.289 0.686 -1.853
H -2.837 0.334 -1.922
H 1.174 -0.208 1.593
C -0.991 0.565 -0.718
H -2.357 0.316 1.667
C 0.344 0.594 -1.292
H -1.385 -0.719 2.415
*
```

ΔE to the lowest compared entry with this formula, charge and spin = 143.9 kcal per mole
Kohn-Sham gap (spin up / spin down) = 8.1 / 8.1 eV
E_LUMO (spin up / spin down) = -5.86 / -5.86 eV
Largest force on an atom = 0.083 hartree/bohr
Calculated total energy = -441.5177 Ha